Entry 1:
Here is a cluster of 8 separate species, C39H72O9 in total in a non-equilibrium geometry from OMol25. Energies are from wB97M-V/def2-TZVPD.

Cartesian coordinates (Å):
H: -6.525 1.843 0.794
C: 8.458 0.094 -0.384
H: 0.842 4.302 -2.913
C: -6.171 -6.033 8.865
O: -5.735 1.765 0.245
H: 5.032 6.600 -1.830
H: -6.491 -6.106 -3.661
H: -5.931 -6.933 9.438
H: 5.961 0.507 -3.169
H: 4.421 2.979 3.918
H: 8.016 -0.622 0.314
H: -3.324 -1.098 6.302
H: 5.319 5.772 0.492
C: 4.993 1.049 -2.971
C: -4.713 0.482 2.008
C: 9.775 0.607 0.178
H: -7.247 -6.017 8.676
H: 9.055 0.146 -2.466
H: 3.337 4.422 -1.172
C: 4.167 1.005 -4.352
O: -1.910 3.844 -2.826
C: -4.048 -1.376 5.533
H: -5.420 3.116 2.538
H: 4.557 1.704 -5.135
H: 7.920 1.819 -1.126
H: 9.340 -1.415 -1.669
H: -7.146 -5.822 -5.265
C: -5.292 -3.909 -6.052
H: 2.750 6.790 -2.797
H: 3.198 3.564 -3.457
C: 4.178 6.182 -1.292
C: -3.076 -3.682 5.330
C: 4.107 0.357 -1.865
H: -2.323 -3.473 6.092
H: -5.443 -1.458 -3.337
H: 3.584 5.845 0.761
H: 3.472 -0.485 -2.268
C: -2.679 1.578 -3.107
H: -4.451 3.855 1.273
H: -3.716 1.617 0.477
H: -5.215 -3.102 4.026
C: -4.602 1.705 1.111
C: -5.651 -4.379 -4.651
H: -2.601 -2.005 4.072
H: -5.603 -5.065 7.030
H: -2.982 -1.891 -3.963
C: -3.321 -0.883 -3.619
H: -3.944 -4.138 5.814
C: 5.024 2.654 3.067
H: -3.849 0.398 2.671
O: 4.091 4.802 -1.643
H: -5.461 -8.123 7.178
H: 10.494 -0.205 0.305
C: 1.013 3.248 -3.235
H: 4.499 7.346 0.511
H: -4.339 -0.477 4.985
C: -6.228 -5.786 -4.671
C: -4.078 1.855 -2.759
C: -2.344 0.221 -3.536
H: 1.742 -0.556 -4.379
O: -3.986 -5.991 7.854
C: 2.707 1.449 -4.007
H: 5.350 -0.801 -4.921
H: 7.700 -0.922 -2.134
C: 0.214 0.943 -3.766
H: 10.213 1.360 -0.484
O: 7.540 1.179 -0.512
C: 2.372 2.824 -3.558
C: 4.282 -0.456 -4.922
H: -4.889 -2.894 -6.025
H: -5.620 0.528 2.619
H: -6.099 0.952 -2.554
H: 2.950 7.961 -1.479
C: -4.709 -0.608 -3.259
H: 4.792 -0.139 -1.115
C: -5.717 -7.184 6.679
C: 6.168 3.633 2.848
H: 3.406 1.082 -1.365
H: 5.166 2.139 -2.754
H: 5.793 4.632 2.615
C: -5.035 0.759 -2.834
H: 3.337 1.830 1.996
H: 3.701 -1.222 -4.332
H: -6.779 -7.202 6.425
C: 8.655 -0.568 -1.739
O: -6.604 -3.482 -4.078
H: 4.723 2.175 0.975
H: -5.514 -6.499 -5.088
C: -5.383 -5.993 7.564
H: -2.675 -4.425 4.637
C: -4.520 2.985 1.929
H: -5.137 -7.148 5.754
H: 2.031 6.463 -1.228
H: 6.812 3.301 2.028
H: 3.712 3.511 1.566
H: 9.618 1.089 1.145
O: 5.553 1.370 3.391
H: -4.408 2.875 -2.444
H: 6.088 1.074 2.644
H: -5.914 -5.178 9.495
C: 2.906 6.897 -1.721
O: -4.439 -2.736 3.584
H: -4.951 -1.754 6.024
C: 1.589 0.512 -4.082
C: -3.472 -2.417 4.585
C: -0.122 2.312 -3.344
H: 6.795 3.694 3.740
H: -6.178 -3.882 -6.693
C: 4.408 6.302 0.204
O: -0.587 -1.237 -4.325
H: 3.920 -0.561 -5.985
H: -4.782 -0.428 1.409
C: 4.147 2.544 1.830
H: -7.395 -3.494 -4.631
C: -0.893 -0.126 -3.926
H: -3.780 -6.807 8.326
H: -3.650 2.976 2.590
C: -1.586 2.695 -3.059
H: -4.763 -4.355 -4.016
H: -4.550 -4.566 -6.511

Atomic forces in eV per Å
0.123 -0.018 -0.005
0.450 0.351 -0.467
0.071 -1.048 -0.325
-0.088 0.260 0.107
0.049 0.029 -0.350
-0.001 -0.221 -0.063
0.085 0.022 -0.033
-0.044 -0.056 -0.126
-0.906 0.683 0.512
0.079 -0.198 0.065
-0.145 0.150 -0.017
-0.059 -0.015 0.006
-0.011 0.065 -0.055
-1.052 0.174 -1.133
0.104 -0.209 -0.160
0.029 -0.011 0.272
0.032 -0.029 0.039
0.097 0.010 0.101
0.082 0.030 -0.026
-0.362 -0.416 0.677
0.347 -0.727 -0.045
0.058 0.275 -0.065
0.043 -0.129 0.050
-0.085 -0.422 0.849
-0.049 -0.073 0.054
-0.011 0.041 -0.040
0.094 0.052 -0.100
0.216 0.184 -0.013
0.068 0.047 0.039
-0.777 -0.605 -0.092
-0.564 -0.050 0.412
0.219 -0.078 -0.138
0.733 -0.526 0.394
-0.067 -0.065 0.019
0.620 1.289 0.225
-0.073 0.104 -0.072
0.681 0.967 0.215
-1.061 -1.360 -0.234
0.066 -0.066 0.009
-0.173 0.008 -0.159
0.112 0.034 -0.010
-0.411 0.024 0.594
-0.444 -0.161 -0.556
-0.149 -0.034 -0.169
0.186 0.013 0.053
-0.282 1.142 0.385
-0.697 2.380 0.672
0.041 0.122 0.079
0.348 -0.055 -0.623
-0.049 -0.030 -0.002
0.251 -0.066 -0.243
-0.088 0.060 0.094
0.003 0.056 -0.013
0.290 -1.696 -0.572
-0.028 -0.042 0.018
0.073 -0.035 0.012
0.043 -0.160 0.240
0.724 -1.969 -0.611
-0.699 -0.283 0.148
-0.296 1.261 0.273
0.085 0.301 -0.135
-2.543 0.302 0.099
-0.855 0.475 0.049
0.041 -0.038 0.082
0.790 0.906 0.071
-0.014 -0.111 -0.089
-0.285 -0.078 0.267
-1.196 -1.281 -0.286
-0.331 -0.409 -0.414
0.040 -0.072 0.032
0.062 0.111 0.047
1.147 -0.040 -0.224
-0.044 -0.040 -0.002
2.278 1.264 -0.144
-0.807 0.797 -0.493
-0.003 0.056 -0.292
0.120 0.153 0.193
0.847 -0.735 -0.420
0.102 -1.148 0.164
0.036 -0.025 -0.004
0.719 -0.442 -0.328
0.010 0.077 0.058
0.655 0.878 -0.429
0.037 -0.044 0.013
-0.170 -0.211 -0.061
0.141 0.151 0.290
0.091 0.124 0.032
-0.055 0.011 -0.005
-0.004 -0.704 0.375
0.033 0.082 0.019
0.141 0.225 -0.131
-0.058 0.060 0.031
0.074 0.040 0.115
-0.143 -0.009 -0.082
0.022 -0.027 -0.016
-0.012 -0.087 -0.018
-0.089 -0.085 0.299
0.432 -1.141 -0.304
-0.081 0.085 0.029
-0.036 0.000 -0.084
-0.006 0.080 -0.239
0.114 0.114 -0.313
0.094 -0.104 0.043
-0.444 1.996 0.510
-0.452 -0.281 0.496
2.190 -1.210 -0.555
-0.096 0.023 0.003
-0.002 -0.134 0.042
0.270 0.043 0.125
-0.458 0.771 0.264
0.250 0.323 1.045
0.086 0.042 0.046
-0.268 -0.086 -0.046
0.101 -0.012 0.039
0.199 0.253 0.299
-0.046 0.081 -0.057
-0.051 0.015 0.005
-0.223 -0.430 -0.195
-0.141 0.135 0.102
-0.042 0.032 -0.015

The largest force on an atom comes out at 0.0507 Eh/bohr. The HOMO energy comes out at -8.9 eV.

Mulliken population analysis, charges in e, atoms 1 to 99: 0.3253 0.4526 0.4301 -1.4302 -0.5123 0.3085 0.3586 0.3481 0.1188 0.3380 0.2619 0.3890 0.1845 -0.1325 -1.3674 -1.3712 0.3591 0.3390 0.2772 0.1418 -0.6449 -1.1213 0.3548 0.4491 0.2595 0.4258 0.3503 -1.2103 0.3451 0.6306 0.2352 -0.8223 -0.8611 0.3782 0.2607 0.2912 0.3565 0.4942 0.3588 0.1926 0.3287 0.7741 0.5490 0.3339 0.1867 0.4244 -0.5220 -0.2288 0.2349 0.2970 -0.3265 0.3171 0.3871 -1.3974 0.4427 0.2296 -1.4472 -0.7743 0.3227 0.3687 -0.5353 0.3245 0.3751 0.2217 0.0879 0.3576 -0.3807 -0.3116 -1.4666 0.2677 0.3517 0.2948 0.4343 -0.4093 0.2386 -1.2465 -0.9555 0.1657 0.1318 0.2681 -0.3085 0.3645 0.2673 0.3682 -1.2679 -0.5394 -0.0166 0.3698 0.6013 0.3379 -1.4700 0.3296 0.3025 0.1358 0.1596 0.3057 -0.5696 0.3948 0.3443

Entry 2:
Here is an isolated molecule of C5H13NS in a non-equilibrium geometry from OMol25. Energies are from wB97M-V/def2-TZVPD.

Cartesian coordinates (Å):
H: -0.625 -1.197 0.479
C: 0.267 -0.549 0.450
H: 0.691 1.015 -0.790
H: -0.895 2.139 -2.641
H: -0.087 0.597 2.244
H: -0.911 -0.362 -1.897
H: -1.872 2.529 -1.221
H: 2.360 -0.995 0.295
C: -1.250 0.459 -1.259
C: 0.675 -0.099 1.858
H: 1.628 -1.057 3.807
H: 1.318 -2.386 0.279
H: 1.646 0.386 1.870
S: 0.652 -1.509 3.058
C: -1.634 1.748 -1.935
N: -0.119 0.645 -0.305
H: 1.358 -1.607 -1.199
C: 1.420 -1.368 -0.124
H: -2.585 1.511 -2.424
H: -2.038 0.100 -0.543

Atomic forces in eV per Å
0.186 0.254 0.286
0.000 0.169 -0.240
-0.027 0.008 -0.044
-0.129 -0.249 0.003
0.443 -0.066 -0.362
-0.810 0.068 -0.668
0.197 0.002 0.296
0.145 0.033 -0.854
1.325 -0.619 2.427
-1.461 -0.137 0.793
0.556 0.183 0.515
0.195 0.224 0.280
0.084 -0.026 -0.102
-0.252 -0.035 -0.775
-0.797 -0.455 -0.238
0.132 0.572 -0.067
0.349 0.927 0.211
-0.527 -1.470 0.200
0.236 0.390 -0.477
0.157 0.227 -1.186

The largest force on an atom comes out at 0.0551 Eh/bohr. The HOMO energy comes out at -8.7 eV.

List of natural (NBO) charges in e, atom by atom: 0.1911 -0.0721 0.3479 0.2078 0.2258 0.1712 0.2188 0.2093 -0.2096 -0.4867 0.1195 0.2264 0.2123 -0.0733 -0.6218 -0.6390 0.2177 -0.6486 0.2145 0.1890

Entry 3:
Here is a structure of composition C9H8N2O4ScSe in a non-equilibrium geometry from OMol25. Energies are from wB97M-V/def2-TZVPD.

Cartesian coordinates (Å):
C: -0.458 -0.557 2.863
H: -0.858 3.407 2.504
Se: 0.866 1.236 -0.567
C: -0.433 0.738 3.253
O: 0.209 2.709 -4.470
H: 0.610 -2.557 1.319
O: 0.226 -2.484 -5.286
H: 0.479 -1.644 -0.206
H: -0.610 1.184 4.214
C: 1.753 -1.496 -2.247
Sc: 0.042 -0.196 -2.717
N: -0.116 -0.597 1.518
O: -2.562 -2.175 -1.842
C: 0.143 -1.658 -4.477
H: 0.878 3.229 2.826
N: -0.087 1.490 2.143
C: 0.065 2.931 2.151
C: 0.137 1.697 -3.915
C: -1.683 -1.468 -2.114
H: -1.005 -2.279 0.592
H: 0.289 3.268 1.134
H: -0.671 -1.451 3.421
C: -0.010 -1.834 0.761
C: 0.152 0.674 1.070
O: 2.643 -2.169 -1.928

Atomic forces in eV per Å
0.194 0.036 -0.669
0.185 -0.205 -0.198
-0.420 -0.561 -1.441
0.185 0.184 -0.990
-0.370 -4.936 2.703
-0.241 0.287 -0.301
-0.383 4.072 3.965
-0.086 0.050 0.427
-0.104 0.121 0.097
5.639 -3.958 2.020
0.802 1.955 2.123
0.254 0.766 -0.139
4.527 3.684 -1.409
0.296 -4.771 -5.215
-0.134 -0.180 -0.225
0.468 -1.055 -0.664
0.105 1.014 0.135
0.419 6.226 -3.551
-6.144 -4.697 1.885
0.381 0.205 0.186
-0.080 0.061 0.322
-0.038 -0.092 0.028
-0.098 -0.587 0.109
-1.114 -0.818 2.411
-4.243 3.198 -1.610

The largest force on an atom comes out at 0.1548 Eh/bohr. The HOMO energy (spin up / spin down) comes out at -19.1 / -19.0 eV. Its net charge is +3.

List of natural (NBO) charges in e, atom by atom: -0.0039 0.2658 0.0915 0.0029 -0.1942 0.2832 -0.2074 0.1634 0.2908 0.4213 1.2102 -0.3174 -0.2031 0.4332 0.2658 -0.2755 -0.4269 0.4466 0.4447 0.2379 0.2264 0.2804 -0.4010 0.1991 -0.2339

Entry 4:
Here is a structure of composition C27H37ClN5O10Pm in a non-equilibrium geometry from OMol25. Energies are from wB97M-V/def2-TZVPD.

Cartesian coordinates (Å):
H: 0.286 4.470 -6.072
N: 2.174 1.401 6.568
H: -4.674 0.904 -2.006
C: 3.614 1.131 -2.734
C: -0.389 -0.202 -3.423
O: 2.188 2.006 7.660
H: 1.917 -4.926 -2.737
H: 0.048 -1.245 5.477
C: 0.217 2.259 -3.482
C: 0.840 1.878 3.104
H: 0.890 3.763 6.545
N: -1.512 -0.789 4.146
H: -2.977 0.018 5.456
O: 0.848 -0.200 1.965
H: 1.915 -6.349 -1.650
H: 2.127 0.427 4.080
C: -0.593 1.217 -5.515
O: 2.626 0.243 6.421
C: 3.625 1.135 -0.254
C: -0.704 -1.768 4.871
C: -2.798 0.439 -2.936
H: -1.507 -2.619 -3.228
H: 0.446 2.172 -2.417
C: 1.285 -5.680 -2.256
H: -0.219 -1.014 -4.160
C: 0.379 -3.686 -1.194
C: -2.277 -1.976 -2.781
O: -1.507 5.197 3.789
O: -0.427 -3.046 -0.458
C: -1.875 -0.532 -2.816
C: -4.280 0.298 -2.829
H: 3.233 0.533 -3.566
H: -2.476 1.461 -3.114
H: -0.688 2.491 -7.251
C: -0.415 2.420 -6.199
C: 0.889 3.247 5.589
C: 0.448 3.445 -4.181
C: 1.588 2.047 5.417
H: -3.215 -2.109 -3.356
H: 0.781 -6.283 -3.024
C: 0.115 3.536 -5.535
H: -4.620 -0.730 -2.672
C: 0.130 3.068 3.268
Cl: -2.841 0.471 0.204
H: -1.346 -2.349 5.550
N: 3.219 0.487 -1.494
C: -2.078 0.330 4.901
O: 0.600 -0.255 -2.525
C: 2.533 -0.657 -1.517
H: -2.353 1.118 4.189
H: -1.476 -5.182 -0.326
C: -1.861 -0.977 2.873
C: 0.670 1.057 1.835
H: 4.710 1.192 -2.787
H: 2.610 -1.185 -2.481
O: 0.296 1.564 0.718
H: 3.205 2.148 -2.788
H: 0.878 4.287 -3.637
H: 4.673 1.442 -0.356
N: -0.764 4.837 4.727
H: -2.686 -0.327 2.531
Pm: -0.507 -0.695 0.048
H: -1.132 -6.521 -1.480
O: -1.305 -1.763 2.064
O: -0.775 5.379 5.853
C: -0.268 1.140 -4.164
H: -0.222 -2.431 4.150
C: 1.579 1.362 4.181
H: 3.026 2.039 -0.076
O: 1.972 -1.150 -0.499
H: -0.453 3.466 2.442
C: 0.138 3.733 4.514
H: -0.988 0.327 -6.014
H: -0.229 -6.414 0.050
H: -4.765 0.674 -3.739
H: -2.515 -2.371 -1.776
H: 1.212 -3.176 -1.707
H: 3.524 0.451 0.593
C: -0.701 -5.824 -0.749
N: 0.295 -4.995 -1.425
H: -1.330 0.716 5.608

Atomic forces in eV per Å
-0.081 -0.265 0.088
1.448 -1.283 2.273
0.122 -0.083 -0.028
0.228 -0.228 0.096
-1.113 0.054 0.180
-0.143 -0.965 -2.221
-0.109 -0.259 0.064
-0.060 -0.166 -0.220
0.119 -0.013 -0.387
0.048 0.323 0.344
-0.083 -0.182 -0.202
0.034 -0.444 0.055
0.310 0.134 -0.044
-0.075 1.210 0.227
-0.193 0.223 -0.121
-0.272 0.185 0.020
0.105 0.457 0.032
-0.918 2.216 0.149
-0.327 0.322 -0.099
0.111 0.204 0.013
0.134 -0.309 0.432
-0.129 0.141 0.151
-0.014 -0.015 -0.368
-0.035 0.114 0.090
-0.493 0.088 -0.398
-0.817 0.633 0.569
-0.584 -0.582 0.202
1.574 -0.911 1.678
1.139 -1.106 -0.966
0.905 1.366 -2.585
-0.315 -0.055 0.144
0.016 0.274 0.059
0.163 -0.087 -0.083
0.112 0.023 0.192
0.040 0.144 0.113
-0.142 -0.109 -0.101
-0.246 -0.244 0.162
-0.926 0.270 -1.616
0.509 -0.092 0.162
0.109 0.236 0.188
0.068 -0.175 -0.031
0.104 0.142 0.036
-0.011 0.320 0.458
-0.245 0.139 0.419
0.145 0.131 -0.206
0.325 -0.020 0.223
-0.401 -0.179 -0.189
-0.328 -0.633 2.712
-0.205 -0.549 0.808
0.048 -0.135 0.307
0.164 -0.146 -0.095
0.290 -0.061 -0.418
0.086 -0.486 -1.151
-0.149 0.023 -0.070
-0.186 0.107 0.451
0.429 -0.444 1.955
-0.045 -0.283 -0.044
-0.169 -0.046 -0.276
-0.138 -0.100 0.028
-1.771 2.557 0.412
0.373 -0.083 -0.005
1.479 0.307 -1.898
0.009 0.203 0.179
-0.904 0.366 1.101
0.181 -1.139 -2.008
-0.640 -0.451 0.116
-0.056 0.166 0.171
-0.119 0.324 0.451
0.073 -0.203 0.060
0.741 0.325 -0.827
0.009 -0.100 0.151
0.794 -1.632 -0.535
0.124 0.324 0.080
-0.097 0.195 -0.167
0.151 -0.025 0.032
0.196 0.137 -0.245
-0.318 -0.005 0.205
-0.100 0.051 -0.251
0.051 -0.064 -0.102
0.058 0.055 0.194
-0.166 -0.129 -0.274

The multiplicity is 5. The largest force on an atom comes out at 0.0610 Eh/bohr. The HOMO energy (spin up / spin down) comes out at -7.5 / -7.5 eV. Its expectation value of S² is 6.004.

List of Mulliken charges in e, atom by atom: 0.3693 1.0000 0.3067 -0.9960 0.0070 -0.5891 0.2770 0.2376 -0.0444 0.2039 0.6022 0.3632 0.3298 -0.6556 0.3254 0.5897 -0.1885 -0.5827 -1.0381 -0.8108 -0.4422 0.2622 0.5604 -0.8883 0.1976 0.6739 -1.4692 -0.5731 -0.6147 1.0502 -1.4880 0.3077 0.4247 0.3782 -0.6698 -0.3875 -0.7560 -0.4908 0.5603 0.3073 -0.4318 0.3286 -0.2800 -0.5396 0.3128 0.3181 -0.9140 -0.2324 -0.0108 0.3285 0.2526 0.0155 1.1759 0.3585 0.5634 -0.7365 0.3175 0.4091 0.4368 0.9868 0.5160 0.7756 0.3293 -0.6015 -0.5884 -0.6169 0.2398 -0.1461 0.2737 -0.8318 0.6364 -0.2337 0.4045 0.3214 0.3998 0.1793 -0.1575 0.2641 -0.9480 0.2397 0.2359